No. 1
Below is a molecular structure, C29H31BN8ORuS, with properties calculated with ωB97M-V/def2-TZVPD.

The geometry in XYZ format:
```
72
Properties=species:S:1:pos:R:3:forces:R:3:lowdin_spin:R:1
Ru 0.008 -0.054 0.249 0.022 -0.874 -0.252 0.8493
C 3.932 -1.426 1.273 -0.033 -0.010 0.016 0.0014
C 2.559 -1.360 1.501 0.033 -0.120 -0.061 0.0020
N 1.965 -0.704 0.505 -0.186 -0.057 0.118 -0.0084
N 2.923 -0.343 -0.368 0.055 -0.002 -0.096 0.0003
C 4.114 -0.772 0.071 -0.016 0.040 -0.041 0.0036
B 2.537 0.288 -1.725 0.001 -0.147 0.087 0.0000
N 1.888 1.644 -1.464 0.043 0.037 0.071 -0.0005
C 2.083 2.843 -2.028 -0.035 -0.039 -0.013 0.0065
C 1.099 3.700 -1.575 -0.006 0.003 -0.044 0.0013
C 0.318 2.920 -0.726 0.112 -0.006 0.022 0.0052
N 0.816 1.684 -0.659 -0.256 0.025 0.426 -0.0004
N 1.471 -0.659 -2.335 0.057 0.014 0.075 0.0012
C 1.604 -1.439 -3.411 0.003 -0.009 0.032 0.0167
C 0.557 -2.341 -3.437 -0.008 0.018 0.008 0.0049
C -0.183 -2.039 -2.301 0.000 0.019 -0.058 0.0127
N 0.362 -1.019 -1.637 -0.092 0.472 0.015 0.0131
H 4.680 -1.893 1.887 -0.007 -0.006 0.004 0.0000
H 1.979 -1.776 2.306 0.007 0.026 0.022 0.0004
H 5.002 -0.586 -0.508 0.004 -0.014 0.006 0.0002
H 3.488 0.381 -2.440 -0.005 0.005 -0.027 0.0000
H 2.895 2.993 -2.719 0.003 0.018 0.006 0.0004
H 0.958 4.734 -1.834 0.011 0.003 0.012 -0.0001
H -0.572 3.178 -0.183 -0.046 -0.004 0.016 0.0002
H 2.444 -1.308 -4.071 -0.016 -0.010 -0.019 0.0010
H 0.361 -3.108 -4.164 0.004 0.005 -0.005 0.0001
H -1.059 -2.537 -1.941 -0.134 0.028 0.050 0.0003
C 0.886 1.152 3.008 0.105 -0.083 0.056 0.0034
N 0.128 0.110 2.294 0.095 0.764 -0.076 0.0086
C -0.439 -0.820 2.997 -0.051 0.089 0.088 0.0121
C -1.160 -1.807 2.317 0.071 -0.050 -0.118 0.0074
C -2.071 -2.801 2.693 -0.006 0.063 0.071 0.0028
C -2.668 -3.228 1.516 -0.057 0.002 -0.055 0.0068
C -2.094 -2.486 0.473 0.018 0.010 0.085 0.0057
N -1.164 -1.644 0.945 0.180 -0.047 0.029 -0.0002
C -0.012 2.132 3.723 0.051 -0.013 0.044 0.0005
C -0.097 2.111 5.110 -0.033 -0.046 -0.012 0.0007
C -0.932 2.993 5.784 -0.005 0.008 0.000 -0.0001
C -1.685 3.913 5.073 0.004 -0.006 0.005 0.0006
C -1.597 3.948 3.686 -0.014 0.011 -0.025 -0.0001
C -0.769 3.062 3.017 -0.020 0.001 0.046 0.0006
H 1.532 1.651 2.284 -0.078 0.028 -0.034 0.0008
H 1.539 0.672 3.742 0.048 0.018 -0.032 -0.0004
H -0.368 -0.790 4.083 0.001 -0.056 -0.001 0.0000
H -2.282 -3.133 3.697 0.023 -0.007 0.002 -0.0001
H -3.431 -3.981 1.408 0.006 -0.005 -0.013 0.0003
H -2.371 -2.514 -0.566 0.051 -0.075 -0.078 0.0005
H 0.500 1.402 5.673 0.008 0.009 0.007 0.0000
H -0.985 2.966 6.865 0.001 0.000 0.000 0.0000
H -2.327 4.610 5.594 0.000 -0.005 0.002 0.0000
H -2.168 4.685 3.134 0.003 -0.013 -0.014 0.0000
H -0.693 3.090 1.940 0.002 0.016 -0.079 -0.0001
C -6.159 5.672 -1.365 -0.004 0.006 -0.009 0.0000
C -5.423 4.414 -1.007 0.006 -0.016 0.003 0.0001
C -5.738 3.200 -1.606 0.004 0.016 0.000 0.0000
C -5.052 2.039 -1.272 0.020 -0.015 -0.043 0.0004
C -4.054 2.099 -0.315 0.006 -0.062 0.013 0.0003
C -3.719 3.299 0.301 -0.002 0.022 0.041 0.0001
C -4.400 4.446 -0.053 0.001 -0.001 -0.004 0.0000
S -3.223 0.595 0.107 -0.120 -0.158 0.036 0.0063
C -3.841 0.347 1.765 -0.030 -0.076 -0.075 0.0008
O -1.766 1.030 0.304 0.170 0.193 -0.291 0.0308
H -6.846 5.509 -2.194 0.000 -0.001 0.001 0.0000
H -5.463 6.463 -1.648 0.000 0.000 0.002 0.0000
H -6.736 6.034 -0.513 0.002 -0.002 0.002 0.0000
H -6.520 3.160 -2.354 -0.001 -0.001 0.001 0.0000
H -5.291 1.102 -1.760 0.000 0.000 0.009 0.0001
H -2.934 3.325 1.046 0.021 0.007 0.016 0.0000
H -4.142 5.388 0.416 -0.004 -0.002 0.001 0.0000
H -3.730 1.261 2.345 0.048 0.012 -0.009 0.0001
H -3.269 -0.476 2.194 -0.028 0.000 0.005 -0.0001
H -4.888 0.059 1.676 -0.011 0.051 0.035 0.0000
```
Forces are in eV/Å.

Calculated values
Spin multiplicity = 2
Energy relative to the best compared isomer or geometry (same formula, charge and spin) = 65.5 kJ/mol
LUMO (spin up / spin down) = -2.32 / -3.76 eV
Total energy = -58635.622 eV
Max |F| = 0.91 eV/Å
Orbital gap (spin up / spin down) = 8.32 / 6.95 eV
Total charge = +1

No. 2
Below is a molecular structure, C17H19I2N3PtSe, with properties calculated with ωB97M-V/def2-TZVPD.

The geometry in XYZ format:
```
43
Properties=species:S:1:pos:R:3:forces:R:3:mulliken_charge:R:1
Pt -1.207 -1.708 1.156 0.205 0.620 -0.246 0.6367
I -0.732 -3.848 2.864 -0.175 0.138 -0.103 0.2155
C -2.745 -4.533 2.596 0.054 0.166 -0.072 -0.8182
I -3.625 -3.396 1.030 -0.621 -0.572 -0.004 0.1916
H -3.292 -4.356 3.513 0.016 -0.011 0.039 0.4129
H -2.727 -5.580 2.323 0.050 -0.002 -0.015 0.4567
C 2.660 -1.156 1.228 -0.132 -0.028 0.025 -0.8071
N 2.400 -0.937 -0.185 -0.072 0.074 -0.097 0.3163
C 1.420 -1.450 -0.939 0.114 0.039 -0.306 -0.1039
Se 0.045 -2.707 -0.595 0.469 -0.196 0.116 -0.1669
N 1.612 -1.043 -2.203 0.071 0.061 0.035 0.0953
C 2.751 -0.249 -2.289 -0.101 -0.024 -0.027 0.4331
C 3.371 0.388 -3.356 -0.011 0.049 -0.037 -0.8953
C 4.499 1.124 -3.054 -0.040 -0.008 -0.097 -0.5088
C 4.994 1.214 -1.745 0.021 0.002 0.113 -0.7001
C 4.380 0.570 -0.689 0.026 0.032 0.036 -0.6483
C 3.240 -0.164 -0.994 0.003 -0.092 0.066 0.8702
H 1.827 -1.704 1.653 -0.034 -0.074 0.033 0.0395
H 2.748 -0.194 1.730 0.015 -0.006 -0.004 0.3899
H 3.582 -1.722 1.348 -0.004 -0.003 0.001 0.3868
H 1.002 -1.303 -2.961 -0.042 -0.017 -0.027 0.2520
H 2.994 0.315 -4.368 0.008 -0.002 0.023 0.4327
H 5.018 1.643 -3.848 0.001 -0.013 0.002 0.4168
H 5.882 1.803 -1.560 0.001 -0.020 -0.005 0.4143
H 4.774 0.635 0.316 -0.002 -0.003 -0.020 0.4336
C -1.748 1.704 -2.079 -0.023 -0.063 0.005 -1.1380
C -2.255 1.904 -0.695 -0.056 0.070 0.004 1.2379
C -2.875 3.079 -0.332 -0.046 -0.034 0.089 -1.0843
C -3.349 3.245 0.966 -0.002 0.014 -0.040 -0.3865
C -3.231 2.253 1.960 -0.081 0.078 -0.087 -1.0753
C -2.637 1.067 1.660 0.079 0.004 0.064 1.3794
C -2.492 -0.019 2.668 -0.196 -0.264 -0.128 -1.4808
C -2.112 0.850 0.314 0.164 -0.024 -0.369 0.2277
N -1.490 -0.219 -0.094 -0.045 -0.128 0.910 -0.7348
H -1.849 2.616 -2.660 0.014 -0.007 -0.007 0.4080
H -2.312 0.907 -2.570 -0.016 0.006 0.011 0.3416
H -0.707 1.381 -2.072 0.008 0.036 0.022 0.1995
H -3.002 3.872 -1.056 0.015 0.022 0.013 0.4328
H -3.834 4.179 1.228 0.014 -0.011 -0.006 0.4218
H -3.622 2.449 2.950 0.018 -0.035 0.000 0.4543
H -2.819 0.264 3.667 0.012 0.055 0.011 0.4924
H -1.421 -0.283 2.788 0.137 -0.105 -0.010 0.3285
H -3.114 -0.893 2.384 0.184 0.277 0.090 0.2305
```
Forces are in eV/Å.

Calculated values
Energy relative to the best compared isomer or geometry (same formula, charge and spin) = 0.0 kJ/mol
LUMO = -8.35 eV
Total energy = -107185.959 eV
Max |F| = 0.92 eV/Å
Orbital gap = 5.64 eV
Total charge = +2

No. 3
Below is a molecular structure, C41H44CrN5O4P, with properties calculated with ωB97M-V/def2-TZVPD.

The geometry in XYZ format:
```
96
Properties=species:S:1:pos:R:3:forces:R:3:lowdin_spin:R:1
Cr 0.188 0.351 1.150 -0.127 0.447 0.327 1.0130
O 1.925 -2.462 2.901 -0.013 -0.001 -0.021 -0.0006
C 1.510 -2.094 1.836 0.057 -0.033 -0.055 0.0004
N 1.677 -0.762 1.378 -0.096 -0.135 -0.094 -0.0191
C 2.975 -0.287 1.277 -0.056 0.044 -0.013 -0.0002
O 3.991 -0.921 1.363 0.032 0.008 0.143 -0.0009
C 2.969 1.197 1.050 -0.021 -0.008 -0.002 0.0030
C 4.121 1.948 1.174 0.039 0.011 -0.080 -0.0011
C 4.014 3.328 1.105 -0.023 -0.010 -0.013 0.0043
C 2.761 3.895 0.926 0.025 -0.012 -0.007 -0.0009
C 1.661 3.066 0.796 -0.002 0.009 -0.050 0.0031
N 1.764 1.736 0.837 -0.033 0.014 0.184 -0.0053
C 0.750 -3.008 0.920 0.053 -0.054 -0.023 0.0001
C 0.622 -4.342 1.283 -0.030 0.002 0.014 0.0000
C -0.042 -5.199 0.419 0.027 0.043 -0.006 0.0000
C -0.524 -4.686 -0.773 0.001 0.002 -0.016 0.0001
C -0.341 -3.336 -1.041 -0.021 -0.017 0.000 0.0001
N 0.266 -2.496 -0.210 -0.038 -0.044 0.050 0.0016
H 5.058 1.437 1.343 -0.008 -0.010 0.012 -0.0002
H 4.891 3.954 1.208 0.001 0.000 0.001 0.0002
H 2.629 4.967 0.888 -0.007 0.001 -0.003 -0.0001
H 0.669 3.472 0.654 0.030 0.005 -0.004 0.0001
H 1.048 -4.673 2.219 0.005 -0.010 -0.002 0.0000
H -0.157 -6.247 0.662 -0.022 0.002 0.003 0.0000
H -1.027 -5.312 -1.496 0.012 -0.013 0.001 0.0000
H -0.703 -2.921 -1.974 -0.015 0.027 -0.005 0.0000
C -2.534 -2.292 3.137 0.034 -0.015 0.010 -0.0008
C -1.648 -1.098 2.953 -0.009 -0.041 0.029 -0.0027
O -1.177 -0.921 1.813 0.163 0.008 -0.065 0.0095
C -1.376 -0.190 4.043 0.005 0.068 -0.045 -0.0010
C -1.895 -0.441 5.328 -0.002 0.001 0.004 0.0003
C -1.690 0.435 6.363 -0.010 -0.025 0.005 -0.0024
C -0.961 1.606 6.133 0.009 0.002 -0.026 -0.0003
C -0.439 1.880 4.890 0.005 0.023 0.034 -0.0025
C -0.626 0.987 3.829 -0.007 -0.108 0.005 0.0050
O -0.079 1.320 2.660 -0.061 -0.109 -0.222 0.0166
H -2.676 -2.779 2.176 0.001 0.001 0.002 0.0000
H -3.498 -2.006 3.557 -0.007 -0.001 -0.010 0.0000
H -2.065 -2.995 3.828 0.000 0.001 0.001 -0.0004
H -2.458 -1.347 5.504 -0.009 0.005 -0.002 0.0001
H -2.087 0.223 7.345 -0.001 0.002 -0.001 -0.0001
H -0.798 2.304 6.944 0.004 -0.001 0.000 0.0000
H 0.140 2.775 4.704 -0.001 0.000 -0.004 0.0001
N 4.085 -1.620 -3.615 -0.003 0.018 0.001 0.0000
C 3.809 -1.076 -2.391 0.044 0.014 0.013 0.0000
N 3.270 -1.907 -1.553 0.064 0.002 -0.037 0.0000
C 3.205 -3.109 -2.250 0.066 0.023 -0.054 0.0000
C 2.792 -4.369 -1.822 -0.043 -0.027 0.018 0.0000
C 2.850 -5.412 -2.723 -0.001 0.004 0.013 0.0000
C 3.321 -5.223 -4.032 -0.006 0.015 -0.009 0.0000
C 3.764 -3.990 -4.467 0.011 -0.018 -0.023 0.0000
C 3.704 -2.946 -3.550 -0.021 -0.012 0.046 0.0000
H 4.547 -1.162 -4.379 -0.002 0.003 0.000 0.0000
H 4.044 -0.043 -2.176 -0.026 0.007 -0.009 0.0000
H 2.465 -4.519 -0.802 -0.030 0.006 0.009 0.0000
H 2.543 -6.403 -2.414 -0.002 0.002 -0.001 0.0000
H 3.353 -6.066 -4.709 0.007 0.000 0.000 0.0000
H 4.150 -3.852 -5.468 -0.001 -0.001 0.001 0.0000
C -3.798 1.132 -2.086 -0.002 0.042 0.049 -0.0012
C -2.898 0.562 -0.986 -0.059 0.046 0.185 -0.0041
C -3.652 0.760 0.343 0.044 -0.016 0.020 -0.0003
C -2.673 -0.930 -1.211 0.013 0.006 -0.049 -0.0005
P -1.229 1.401 -0.721 -0.039 -0.109 0.064 -0.0145
C -1.760 3.104 -0.325 0.138 0.067 -0.124 -0.0018
C -1.811 3.515 1.007 -0.066 -0.022 0.014 -0.0001
C -2.285 4.776 1.342 0.015 -0.006 0.003 0.0000
C -2.705 5.647 0.349 -0.008 0.008 0.004 0.0000
C -2.651 5.255 -0.981 0.004 0.006 -0.009 -0.0001
C -2.184 3.993 -1.315 0.037 0.003 0.006 -0.0005
C -0.187 1.424 -2.287 -0.005 -0.215 -0.101 0.0002
C -0.974 1.369 -3.600 -0.025 0.055 0.021 -0.0002
C 0.678 0.155 -2.224 -0.019 0.059 -0.058 0.0028
C 0.747 2.643 -2.314 0.037 -0.005 0.054 0.0001
H -4.799 0.717 -1.938 0.007 -0.013 -0.012 -0.0003
H -3.484 0.859 -3.087 0.048 0.004 -0.040 0.0000
H -3.896 2.215 -2.024 -0.001 0.010 0.003 0.0000
H -4.565 0.160 0.313 0.011 -0.016 0.002 0.0000
H -3.941 1.800 0.486 -0.012 -0.005 0.007 0.0000
H -3.068 0.440 1.206 -0.006 0.026 -0.007 -0.0001
H -3.635 -1.450 -1.186 -0.003 0.015 -0.020 0.0000
H -2.037 -1.348 -0.435 0.011 -0.087 0.010 -0.0003
H -2.220 -1.128 -2.185 0.016 0.001 0.013 0.0000
H -1.478 2.846 1.789 -0.016 0.016 -0.008 0.0001
H -2.323 5.076 2.381 0.001 -0.002 0.001 0.0000
H -3.072 6.631 0.608 -0.002 -0.001 0.000 0.0000
H -2.973 5.931 -1.762 0.002 -0.002 -0.001 0.0000
H -2.144 3.710 -2.358 -0.011 0.001 -0.006 0.0000
H -1.539 0.444 -3.695 -0.039 -0.006 0.013 0.0000
H -0.254 1.391 -4.422 -0.002 -0.002 0.000 0.0000
H -1.652 2.210 -3.737 -0.015 0.002 -0.011 0.0000
H 0.090 -0.760 -2.302 0.001 0.047 0.034 -0.0001
H 1.269 0.084 -1.308 0.032 -0.012 -0.041 0.0017
H 1.381 0.167 -3.061 -0.006 -0.014 -0.015 0.0001
H 0.248 3.580 -2.070 0.007 0.008 -0.031 0.0000
H 1.156 2.739 -3.322 0.013 -0.025 0.000 0.0000
H 1.590 2.513 -1.637 -0.043 0.018 0.006 0.0000
```
Forces are in eV/Å.

Calculated values
Spin multiplicity = 2
Energy relative to the best compared isomer or geometry (same formula, charge and spin) = 23.4 kJ/mol
LUMO (spin up / spin down) = -3.25 / -2.86 eV
Total energy = -96579.552 eV
Max |F| = 0.57 eV/Å
Orbital gap (spin up / spin down) = 7.18 / 7.57 eV
Total charge = +1

Question: Among the records above, which one has the lowest energy relative to the best compared isomer or geometry (same formula, charge and spin)?
Answer: C17H19I2N3PtSe

Question: Which of these has the highest total charge?
Answer: C17H19I2N3PtSe